(1)
10
Properties=species:S:1:pos:R:3:forces:R:3 method="wB97M-V/def2-TZVPD" relative_energy_kcal_mol=38.1 energy_ha=-846.38544 spin_multiplicity=1
C 0.350786 0.372057 -0.825001 -0.75 3.53 1.22
N -0.613821 0.598742 0.780496 2.67 -0.38 -2.15
N -0.157411 -0.686682 -1.503909 -0.16 -2.94 0.80
S -1.126565 -0.938397 1.296109 1.66 0.04 0.81
I -2.219330 -0.533179 -2.019122 1.18 -0.11 0.30
H 0.234670 1.334722 -1.449861 0.08 -1.16 1.51
H 1.428118 0.221566 -0.532352 -1.26 0.01 0.04
H -1.404687 1.079166 0.419266 -0.97 0.51 -0.24
H -0.038367 -1.453723 -0.738989 -1.06 0.63 -1.85
H 0.064371 -1.117129 2.021179 -1.39 -0.13 -0.45

***

(2)
26
Properties=species:S:1:pos:R:3:forces:R:3 method="wB97M-V/def2-TZVPD" relative_energy_kcal_mol=24.1 smiles="C[C@H]1C[C@H]1N.C=C(C)C" energy_ha=-369.71560 spin_multiplicity=1
C -0.021782 -1.207304 -1.587712 0.05 0.12 -0.12
C 0.746843 1.243873 0.769314 -0.20 0.06 -0.34
C 0.201638 2.269950 1.705595 0.13 0.07 -0.14
C -0.355152 -2.056248 -0.628006 -0.03 -0.08 0.04
C -1.006308 -0.255139 -2.196763 0.00 -0.16 0.15
C 1.367889 -1.125990 -2.143824 -0.02 -0.09 0.07
N 1.677848 0.256910 1.222895 0.08 -0.07 0.24
C -0.726565 1.226410 1.142227 -0.04 -0.06 0.02
C -1.278723 0.142482 2.041444 0.21 0.14 0.06
H 0.986193 1.565620 -0.239727 -0.13 0.14 0.06
H 1.596944 0.118254 2.223055 0.08 -0.07 -0.05
H 1.494206 -0.629265 0.763060 -0.02 -0.01 0.09
H 0.473391 2.183233 2.747477 0.02 -0.10 0.16
H 0.112202 3.290960 1.367341 0.01 0.07 -0.06
H -1.417169 1.569689 0.382219 0.07 0.07 -0.07
H 1.339515 -1.110587 -3.234121 0.06 0.02 -0.04
H -1.352821 -2.101804 -0.227467 -0.26 0.07 0.06
H 0.353334 -2.750011 -0.208019 0.23 -0.17 0.03
H -0.592963 -0.705863 2.106338 -0.05 -0.03 0.01
H -1.189009 -0.531108 -3.234749 -0.03 0.04 -0.13
H -1.950187 -0.273872 -1.659613 -0.12 0.04 0.01
H -0.613935 0.760426 -2.190017 0.02 0.13 -0.01
H 1.852092 -0.206172 -1.809504 0.05 0.07 -0.06
H 1.975419 -1.968608 -1.820553 0.07 -0.02 0.01
H -1.447642 0.515508 3.052626 -0.06 -0.06 0.03
H -2.225258 -0.221344 1.656482 -0.12 -0.12 -0.03

***

(3)
13
Properties=species:S:1:pos:R:3:forces:R:3 method="wB97M-V/def2-TZVPD" relative_energy_kcal_mol=0.0 smiles=C[C@@H](Br)CPBr energy_ha=-5607.89187 spin_multiplicity=1
C 1.426937 0.682452 0.384993 -0.09 -0.16 0.00
C 0.660266 -0.557865 -0.102717 0.18 0.45 -0.17
Br 0.411674 -1.773070 1.402907 0.05 -0.20 0.05
C -0.620709 -0.227330 -0.899368 0.05 -0.19 0.02
P -2.342268 -0.387229 -0.255354 -0.07 0.26 -0.03
Br -2.458472 1.552934 0.869418 -0.04 0.01 0.13
H 1.224727 0.889199 1.432690 -0.06 0.07 0.01
H 1.142788 1.560129 -0.193229 0.02 0.02 -0.05
H 2.498797 0.533278 0.263924 0.01 -0.03 0.12
H 1.308587 -1.129579 -0.760977 -0.05 -0.02 0.02
H -0.617756 -0.797961 -1.831505 0.00 -0.11 0.06
H -0.560058 0.820959 -1.193941 -0.01 -0.02 -0.15
H -2.074513 -1.165919 0.883159 0.00 -0.07 0.02

***

Number 1: LUMO -0.0225 Eh. Number 2: LUMO 0.0370 Eh. Number 3: LUMO 0.0175 Eh.